# C66H168CrF12N10O26S4

C66H168CrF12N10O26S4 as an isolated structure (ωB97M-V/def2-TZVPD, the OMol25 dataset).

Element x y z (Å)
Cr 1.7017 -2.8369 -0.7227
S -0.2398 -1.8788 1.6901
S 3.8447 -1.1058 -2.4528
S 4.5821 -0.5524 0.1274
S -0.7790 -0.1538 -0.3819
F 5.6395 -3.1888 -2.0840
F 0.8556 0.3454 2.8644
F 6.4751 -1.3199 -2.9051
F 5.1702 -2.5323 -4.1277
F 1.4769 0.9570 -1.2656
F 4.1020 1.9316 -0.8618
F 2.0546 -1.3936 2.9551
F 5.0943 1.7145 1.1151
F -0.3286 1.2328 -2.4798
F 0.2404 -1.3012 4.1699
F 0.7157 -0.6581 -2.5416
F 2.9383 1.4432 0.8826
O 2.5221 -4.5631 -1.6151
O -3.7522 -1.2692 6.3842
O 2.3158 2.9706 -5.5108
O 4.6185 -1.5803 6.0177
O -4.3283 2.0062 -3.7554
O -0.3410 2.6171 6.3596
O 0.0502 -3.0943 -4.6569
O 4.1427 -1.0121 1.3971
O 1.0409 6.1347 -2.4279
O 5.1979 -3.0454 3.3978
O 3.9965 0.1100 -3.1546
O 0.1542 -3.2260 1.8852
O -1.0533 0.9522 0.4284
O -6.1132 0.6530 0.2970
O 2.8409 -1.9789 -2.9196
O -3.1152 5.9484 0.2959
O -4.1374 0.1939 -8.3830
O -4.7597 -4.5020 1.9309
O -1.9059 -0.7752 -0.9353
O 1.5022 -5.5016 3.2616
O 6.0146 -0.6632 -0.1098
O 4.7421 5.0132 -1.0970
O -0.1339 -3.3008 -1.7851
O -1.5147 -1.4223 1.9881
O 5.6335 1.3024 5.8522
O -5.0979 -0.2703 -5.4749
N 5.5553 4.6891 -5.7728
N 0.9024 8.3393 -0.4936
N -5.6972 2.0443 2.9784
N 3.5558 -1.0722 -0.8829
N -5.2351 -7.0764 2.7107
N -7.4382 3.9232 -3.2622
N 1.0880 -8.0746 2.5549
N 2.7329 5.7912 1.8518
N 0.2890 -1.3419 0.2953
N 2.8148 -3.5722 0.9248
C 4.3013 -5.5974 1.4660
C 0.1416 7.2317 -2.6473
C 3.2348 -5.4018 -0.7384
C -1.4689 -1.6161 7.2632
C 1.8089 9.0376 -2.6292
C -1.7466 1.7681 4.5488
C -2.4415 -2.8694 5.3025
C 4.1789 5.7271 -0.0213
C 3.7423 -1.5135 7.1561
C 3.8155 -4.5495 0.4218
C 1.2623 5.2868 -3.5455
C -5.8619 -0.8682 -4.4399
C -2.9663 2.0831 -3.3946
C -2.2089 -2.6242 -5.7092
C -1.2063 -3.9847 -1.0328
C -6.5661 2.8775 -3.7321
C 5.4069 -2.1026 -2.8633
C 2.5841 -5.1071 -2.9567
C -1.7955 0.5895 -8.8432
C 0.4693 2.8967 4.0345
C -2.7436 -2.2311 6.6278
C 3.2032 4.8875 0.8000
C -5.1092 3.0793 -3.2615
C -6.6918 2.7684 -5.2751
C 6.3876 -2.5366 2.9421
C -6.2937 -6.3376 4.7244
C 2.0453 4.3675 0.0174
C -4.6722 1.6069 2.0566
C 1.8372 -4.6289 4.3664
C 5.1263 3.4021 4.7137
C 2.3852 -0.9122 6.8498
C -5.9988 -5.9880 3.2845
C 0.3653 0.3332 -1.6835
C 4.1509 1.2783 0.3034
C -6.6933 0.8587 -0.9478
C 1.7755 1.9193 -4.7767
C -0.3264 2.0749 5.0640
C 7.6216 -3.4508 3.1846
C -0.9213 -5.4856 -1.0057
C -0.9551 -2.0720 -5.0288
C -5.0215 -4.8310 3.2517
C 0.0197 -7.0999 2.4470
C -2.5083 4.7321 0.5602
C 4.4464 -0.7912 8.2986
C -3.8465 -3.4007 1.7537
C -6.7447 -1.9471 -5.0643
C -2.9729 0.7009 -7.8553
C 0.2061 -6.0129 3.4998
C -3.0679 2.2239 -7.5457
C -1.6604 4.2147 -0.6340
C -1.6098 4.7946 1.8011
C 3.8116 1.2193 4.2793
C 4.1227 4.1166 -7.6586
C -2.5211 -3.6847 -1.7949
C -4.8177 -1.5136 -3.4684
C 6.0600 4.6301 -0.8293
C -4.1601 0.2182 2.4182
C 0.8120 -0.9628 3.0124
C 6.6896 -1.1130 3.5127
C -0.4101 -0.8844 -5.8206
C -1.2909 -7.7821 2.7034
C -5.0869 1.6261 0.5767
C 4.1753 4.3797 -6.1603
C 5.1641 1.8594 4.6514
C 3.7435 3.1254 -5.3956
C 0.5552 8.5403 -1.9218
H 1.1715 -8.5964 1.7226
H -1.6096 -3.5528 5.3126
H -5.2765 -2.0221 -2.6064
H 2.5561 -6.1556 -0.3380
H -6.1780 3.5301 -5.8314
H -7.1096 -2.5598 -4.2461
H 5.4017 -1.2268 8.6306
H 2.1942 -4.0231 1.6420
H -4.0693 -3.0048 0.7447
H 0.1917 1.1337 5.1187
H -0.1850 -3.2463 -2.7756
H 2.0961 10.0053 -2.2251
H -6.2454 1.8236 -5.5818
H 0.0821 -6.4255 4.4934
H 5.0233 -6.2237 0.9031
H -5.9546 0.8108 -1.7654
H -6.4348 -0.0703 -3.9166
H 2.7854 -4.1631 4.0329
H 0.4243 4.6560 -3.8343
H -5.4772 -6.9495 5.1947
H -3.2792 4.0031 0.8144
H -0.8407 6.8486 -2.3051
H -2.7731 -2.6001 -1.8093
H -4.0661 -2.6202 2.4841
H 4.0322 -5.9654 -1.2895
H -1.3359 -1.6275 -4.1090
H 0.9192 -2.6901 -4.5678
H 3.0211 1.4480 5.0081
H 0.0464 7.4518 -3.6878
H 3.4780 1.6384 3.2823
H -2.4300 -4.0603 -2.8126
H 3.6391 6.6146 -0.4367
H -7.1946 4.2408 -2.3429
H 3.5635 -5.1229 -3.3765
H -1.3219 -8.2872 3.6632
H 2.3889 3.7629 -0.8071
H 0.0557 -5.6420 -0.5769
H 2.0830 -6.0936 -2.9040
H -0.9469 0.9869 -8.2912
H 8.5192 -3.0264 2.7583
H -6.1332 -2.5846 -5.7188
H -5.0672 3.0971 -2.1434
H -0.7343 -2.4292 7.4056
H -4.7606 4.0585 -3.6340
H 7.4478 -4.4168 2.7085
H -1.2732 -3.5000 -0.0730
H -2.3148 1.1558 5.2695
H -1.6534 -6.0572 -0.4446
H 3.9438 3.2414 -4.3350
H 5.7886 -0.5513 3.5197
H 4.2936 3.8075 5.3120
H -2.2092 -2.1207 4.5316
H -5.8526 -7.8405 2.4779
H 7.8440 -3.6190 4.2773
H -2.8202 -3.7949 1.8810
H 3.4894 -6.2019 1.8532
H 3.6074 -2.5347 7.4771
H 3.3462 -2.8998 1.4660
H -7.4056 0.0257 -1.0273
H -3.0223 2.8227 -8.4622
H 7.4815 -0.5782 2.9468
H -2.2608 4.1758 -1.5257
H -2.3626 2.6418 4.4139
H 4.3981 4.9923 -8.2356
H 3.8423 4.1294 1.2697
H -2.0968 5.3346 2.6228
H 1.6608 -1.0887 7.6293
H -2.3960 2.8454 -3.9924
H -6.5406 1.7837 2.5107
H -1.6040 -0.4258 -9.1281
H 2.0016 2.0076 -3.7021
H -3.8136 0.2669 3.4822
H -1.4054 -8.5817 1.9800
H -5.4498 2.6378 0.2944
H -7.2392 -6.9854 4.7116
H 2.5558 8.2685 -2.4401
H -3.9215 -0.7397 7.1848
H -7.2265 4.7088 -3.8716
H -5.6883 1.4467 3.7990
H 4.3032 2.1873 -5.7693
H -0.7320 5.3934 1.5573
H 6.1260 3.9164 -0.0022
H 1.5351 2.8658 4.2989
H -5.4429 -3.9306 3.7456
H 5.0158 3.6927 3.6855
H 5.0555 -0.7523 5.8672
H -2.5619 -3.4623 -5.0949
H -7.2528 1.8083 -1.0646
H 6.6900 5.5065 -0.6342
H -4.1330 1.4137 0.0305
H -0.3088 -0.9272 -6.9141
H 0.0510 -6.6047 1.4626
H -3.2998 -0.0730 1.8560
H 4.6437 0.2554 8.1261
H 5.0597 6.1117 0.5214
H -3.3150 -3.4176 4.9157
H -7.7350 2.7546 -5.6028
H 2.0507 4.6293 -3.2321
H 1.9384 -7.6042 2.8253
H 0.3523 2.4809 3.0167
H 4.5763 -3.8994 -0.0467
H 1.7043 7.7081 -0.5065
H 1.3807 3.7665 0.6194
H -2.0547 -2.9135 -6.7428
H 1.4642 5.1891 -0.4311
H 4.8655 -5.2629 2.3326
H -2.0441 1.1531 -9.7673
H 3.9117 0.1526 4.1486
H 1.5761 5.8621 -4.4251
H -6.4386 -5.4448 5.3512
H 2.2064 0.9817 -5.0533
H 6.2382 -2.4499 1.8389
H 2.4634 0.1762 6.8412
H 6.5595 1.5191 6.0065
H -4.0944 -2.1632 -3.9919
H -4.7794 0.6086 -5.1791
H 5.9821 5.3512 -6.4367
H 0.1708 7.9016 0.0147
H 1.6783 9.1292 -3.7195
H 7.0504 -1.2232 4.5378
H -2.0888 -7.0629 2.5400
H 6.4804 4.1509 -1.7213
H -3.9389 2.5164 -6.9526
H -2.9424 -1.8213 -5.7186
H -0.2875 9.2468 -1.9356
H 1.0172 -3.8775 4.4537
H 0.5527 -0.5047 -5.4304
H -0.9043 3.3696 6.3942
H -2.4366 1.1508 -3.4544
H -1.6616 -1.0814 8.2024
H -6.8122 1.8969 -3.2829
H 1.9797 -1.3146 5.9250
H -5.0256 -0.4417 2.3187
H 0.1256 3.9542 4.0733
H -4.8121 -6.6863 1.8523
H -1.0891 -0.0272 -5.6052
H 1.9855 -4.4131 -3.5666
H 1.9822 -5.2106 5.2554
H -6.9474 -5.7742 2.7580
H -3.1820 -2.9361 7.3527
H 2.2970 6.6096 1.4056
H 4.7792 3.3230 -7.8949
H -3.2791 6.3942 1.1557
H -1.3970 3.2322 -0.2874
H -2.7793 0.1130 -6.9394
H -2.1691 2.4200 -6.9396
H -1.7474 1.1629 3.6105
H -3.3938 -4.1103 -1.3066
H -0.8216 4.8487 -0.9153
H 3.0971 3.8517 -7.9213
H 6.0756 3.8022 5.0948
H -1.0297 -0.8814 6.5989
H 5.8676 1.6266 3.8590
H 5.7057 5.0201 -4.8258
H -0.8412 -5.7729 -2.0265
H 3.4592 5.1477 -5.8610
H -1.2835 3.7609 2.0045
H 3.8304 -0.7971 9.1813
H 5.0333 -2.6357 4.2808
H -7.5230 -1.5034 -5.6843
H -3.8209 2.3358 2.1134
H -4.6869 -0.1892 -7.6855
H -4.1493 -5.1745 3.8333
H 0.7062 1.9696 -5.0167
H 1.9257 5.3695 2.3258
H -4.1792 -0.7492 -3.0740
H -0.5273 -5.2087 3.4031
H -2.8881 2.4130 -2.3590

Calculated values
Kohn-Sham gap (spin up / spin down) = 9.0 / 9.2 eV
Spin multiplicity = 5
LUMO level (spin up / spin down) = -0.0034 / 0.0011 Ha
Total charge = 0
Energy = -243670.315 eV


# C28H60F27N5O12P3S3

A 11-piece molecular cluster, C28H60F27N5O12P3S3 overall (ωB97M-V/def2-TZVPD, the OMol25 dataset).

Element x y z (Å)
S 8.4727 17.6398 -3.2887
S 12.7221 17.9903 -4.2100
S 15.4232 19.6050 -9.5368
P 7.2351 19.1353 -7.8078
P 15.6035 14.2712 -6.0785
P 10.3000 22.8954 -10.7160
F 16.4406 14.8851 -4.8128
F 15.2397 17.6682 -3.1242
F 15.6985 15.6937 -6.8974
F 7.5629 19.9213 -6.4110
F 11.2511 22.8915 -12.0283
F 6.6607 20.5310 -8.4254
F 8.7024 19.3486 -8.4004
F 11.6869 22.4610 -9.9637
F 15.3591 12.9011 -5.2582
F 7.7355 17.6935 -7.2050
F 8.3546 15.5057 -5.0746
F 8.9654 23.2173 -11.5767
F 6.7098 18.3895 -9.1413
F 5.7525 18.9048 -7.2015
F 9.8016 17.0708 -5.5270
F 16.9395 13.8016 -6.8033
F 14.6982 19.7148 -3.6430
F 15.1613 18.2692 -5.1909
F 10.1850 15.5693 -3.9909
F 15.8331 21.5996 -11.2103
F 9.9463 21.2794 -10.8732
F 14.3938 22.0869 -9.7295
F 13.7873 20.7543 -11.3153
F 9.5270 22.8379 -9.2964
F 10.5233 24.4983 -10.4631
F 14.6709 13.7181 -7.2842
F 14.3042 14.9657 -5.3685
O 9.9787 17.0255 -8.1351
O 12.7144 16.5369 -4.3087
O 9.5430 18.4432 -2.7348
O 12.1636 18.6289 -5.3964
O 16.2998 18.8755 -10.4291
O 14.2509 18.7887 -9.1741
O 12.1791 18.4593 -2.9524
O 7.8612 16.7583 -2.2917
O 7.4765 18.3825 -4.0723
O 11.6918 21.7070 -6.6762
O 15.9837 20.1638 -8.3239
O 13.8742 12.8453 -1.9226
N 5.5089 15.4652 -8.2927
N 9.6263 22.8055 -6.3312
N 12.4760 14.1551 -3.2896
N 11.4466 18.3455 -13.9624
N 11.8451 18.3228 -7.9492
C 14.5923 18.4303 -3.9985
C 13.4540 13.9351 -2.1383
C 11.4316 19.7350 -13.2838
C 10.0817 24.1702 -6.6772
C 5.3561 14.8133 -6.9211
C 10.5794 20.6304 -14.1501
C 4.9248 14.6007 -9.3664
C 10.7429 21.4003 -4.5044
C 12.9436 17.4078 -12.0748
C 11.7541 17.1694 -12.9996
C 2.6214 18.1104 -7.8393
C 9.4934 19.7378 -14.7451
C 12.4556 18.3744 -15.1008
C 13.8954 15.2221 -1.5073
C 7.6411 14.4614 -7.7390
C 6.9981 15.6602 -8.4266
C 6.5188 13.8024 -6.9066
C 11.1313 17.0114 -7.8261
C 4.7978 16.8187 -8.1927
C 3.3080 16.7054 -7.8685
C 12.2084 12.8684 -4.0141
C 11.9002 15.8113 -7.4454
C 10.7997 21.8858 -5.9179
C 10.0600 18.2600 -14.5950
C 11.0173 19.2838 -8.7987
C 13.0901 16.2428 -11.0892
C 14.8021 21.1022 -10.5219
C 9.2594 16.3609 -4.5308
H 2.3715 18.4130 -8.8563
H 5.6058 13.7768 -9.5651
H 1.8005 18.1655 -7.1299
H 12.6109 17.3694 -15.4834
H 12.7323 14.9609 -3.8797
H 11.6263 14.4251 -2.7916
H 3.1490 16.3232 -6.8613
H 11.7460 16.2474 -13.5810
H 13.1790 15.2460 -11.5234
H 11.1671 21.1679 -14.8945
H 12.8197 18.2084 -8.2608
H 10.0435 19.4418 -8.3392
H 10.8195 17.1028 -12.4368
H 9.1813 24.7356 -6.9057
H 2.9125 16.0790 -8.6672
H 10.7883 24.1694 -7.5029
H 9.9085 17.5707 -15.4240
H 12.4631 20.0456 -13.1314
H 12.9266 15.7561 -7.8049
H 3.9253 14.2473 -9.1266
H 11.6099 20.1917 -8.8590
H 11.0255 19.5171 -12.2959
H 10.4842 22.2287 -3.8438
H 9.4139 19.9243 -15.8136
H 9.3896 22.2606 -7.1674
H 12.0852 19.0963 -15.8243
H 4.8226 15.2347 -10.2468
H 5.3719 17.4808 -7.5433
H 13.8296 16.4338 -10.3129
H 10.7814 18.7297 -9.7042
H 5.5289 15.6261 -6.2154
H 13.8431 17.4787 -12.6908
H 10.5909 24.6175 -5.8240
H 13.0699 12.6737 -4.6534
H 12.9010 18.3323 -11.4990
H 8.5738 19.6489 -14.1746
H 7.2084 16.5904 -7.8908
H 9.4553 17.7954 -13.8132
H 11.9172 18.5316 -6.9324
H 8.9578 22.7356 -5.5684
H 7.3920 15.9569 -9.3984
H 6.8171 13.4767 -5.9120
H 9.9788 20.6190 -4.4283
H 11.4382 13.1217 -4.7427
H 11.2764 14.9390 -7.6386
H 11.9336 15.7870 -6.3503
H 13.3572 18.7645 -14.6314
H 6.1607 12.8742 -7.3585
H 4.8664 17.2404 -9.1983
H 3.3447 18.8722 -7.5384
H 12.1577 16.1296 -10.5220
H 12.0031 11.9924 -3.4098
H 11.7016 20.9407 -4.2803
H 8.0336 13.8207 -8.5305
H 14.2747 14.9845 -0.5143
H 10.2465 21.4323 -13.4918
H 8.4993 14.7071 -7.1173
H 13.1260 15.9916 -1.4598
H 14.7553 15.5684 -2.0852
H 4.3236 14.4808 -6.8752

Calculated values
Kohn-Sham gap = 7.5 eV
LUMO level = 0.0405 Ha
Total charge = -1
Relative energy (zero: lowest compared OMol25 entry of this formula, charge and spin) = 0.00 kcal per mole
Energy = -195790.523 eV


# C16H24F4HgN4

C16H24F4HgN4 as an isolated structure (ωB97M-V/def2-TZVPD, the OMol25 dataset).

Element x y z (Å)
Hg -2.4244 -1.2916 1.3077
F -0.0654 -2.3048 -4.1537
F 1.6559 -5.8860 -1.6361
F 2.1157 -4.2847 0.4080
F 0.3759 -0.6469 -2.1276
N -1.4575 1.9306 -0.0899
N 0.2512 -0.6493 2.9807
N 1.3509 -1.4549 0.2187
N -0.6288 2.9680 -2.2059
C -0.1212 0.6483 3.5127
C -1.5314 1.8151 -2.5534
C 0.5515 2.4731 -1.4133
C 0.4611 -2.7941 -3.0260
C 0.0217 -1.6845 3.9753
C 1.6260 -0.6528 2.5020
C -2.0740 1.2505 -1.2206
C -0.0072 1.7970 -0.1405
C -1.8239 3.3381 -0.0897
C -1.3870 4.0060 -1.4204
C 1.2256 -2.3770 -0.7299
C 1.5593 -3.7632 -0.6818
C 0.6837 -1.9455 -1.9762
C 0.7765 -4.1414 -2.9347
C 1.8974 -1.7769 1.5172
C 1.3296 -4.6013 -1.7524
H -0.2943 3.3917 -3.0680
H -0.9217 1.0974 -3.0970
H 0.6258 -1.5284 4.8826
H -1.3445 3.8251 0.7579
H -1.0303 -1.6928 4.2615
H 0.5031 0.9546 4.3663
H 0.2608 -2.6689 3.5750
H 2.3398 -0.7421 3.3382
H -2.3091 2.1985 -3.2118
H -0.7188 4.8543 -1.2839
H -1.8629 0.1846 -1.1595
H 0.4175 2.2717 0.7443
H 1.8278 0.3019 2.0113
H -1.1588 0.6207 3.8489
H 1.1746 3.3416 -1.2045
H 1.5142 -2.7204 1.9085
H -0.0460 1.4085 2.7336
H -2.9019 3.4342 0.0327
H 1.1022 1.7836 -2.0504
H -2.2286 4.3137 -2.0386
H 0.2600 0.7403 -0.1097
H 2.9816 -1.9107 1.4111
H 0.6019 -4.8126 -3.7633
H -3.1536 1.3817 -1.1555

Calculated values
Kohn-Sham gap (spin up / spin down) = 8.0 / 6.5 eV
Spin multiplicity = 2
LUMO level (spin up / spin down) = -0.1000 / -0.1547 Ha
Total charge = +1
Energy = -37978.216 eV